{
  "formula": "BrClFHN3O",
  "method": "the ωB97M-V functional and the def2-TZVPD basis",
  "species": ["O", "Cl", "Br", "F", "H", "N", "N", "N"],
  "xyz": [[4.496666, 0.291531, 0.579296], [-0.863751, -1.232299, 0.738332], [1.593979, -2.431828, 0.025558], [-0.591689, 1.285717, -0.547394], [-0.869193, 0.433798, -0.353338], [3.826764, -0.161376, 2.659910], [4.109398, 0.086482, 1.613388], [2.820886, -2.275546, 1.128929]],
  "forces_ev_per_angstrom": [[1.681, 1.256, -5.683], [-0.930, 0.030, 0.100], [-1.133, -0.457, -1.586], [0.448, 2.244, -0.911], [-0.301, -1.943, 0.917], [-0.473, 0.237, 0.758], [-1.102, -1.247, 5.111], [1.809, -0.120, 1.294]],
  "nbo_charge": [-0.338, -0.858, 0.550, -0.624, 0.562, -0.115, 0.456, -0.633],
  "multiplicity": 1,
  "charge": -1,
  "gap_ev": [7.2952, 7.2947]
}

=====

{
  "formula": "BrClFN",
  "method": "the ωB97M-V functional and the def2-TZVPD basis",
  "species": ["Cl", "Br", "N", "F"],
  "xyz": [[-1.289251, -1.431146, -0.036169], [1.678536, -0.205918, 0.013860], [0.081291, 0.372822, 0.457637], [-0.470577, 1.264244, -0.435328]],
  "forces_ev_per_angstrom": [[-1.034, -1.126, -0.020], [1.405, 0.174, -0.514], [-1.366, 1.163, 0.158], [0.996, -0.211, 0.376]],
  "nbo_charge": [-0.121, 0.373, -0.041, -0.211],
  "multiplicity": 3,
  "charge": 0,
  "gap_ev": [10.0006, 7.1358]
}

=====

{
  "formula": "BrClFN2O",
  "method": "the ωB97M-V functional and the def2-TZVPD basis",
  "species": ["O", "N", "Br", "Cl", "F", "N"],
  "xyz": [[-1.913410, -0.338918, -4.002542], [-2.411646, 1.663028, -5.207106], [0.836931, -2.449103, 4.926871], [2.178576, -0.691070, 4.612162], [3.410901, 1.034559, 4.282776], [-2.101353, 0.781504, -4.612161]],
  "forces_ev_per_angstrom": [[-0.369, 4.595, -2.231], [0.398, 0.367, 0.126], [-0.392, -0.584, 0.118], [0.842, 1.289, -0.263], [-0.449, -0.703, 0.147], [-0.030, -4.965, 2.103]],
  "nbo_charge": [-0.381, -0.007, -0.255, -0.005, -0.740, 0.388],
  "multiplicity": 1,
  "charge": -1,
  "gap_ev": [7.3690, 7.3678]
}

=====

{
  "formula": "BrClH2N2",
  "method": "the ωB97M-V functional and the def2-TZVPD basis",
  "species": ["H", "N", "N", "Cl", "Br", "H"],
  "xyz": [[1.177751, 0.559708, -0.750334], [-0.667931, -0.414499, 0.997509], [0.566281, 0.003344, -1.356960], [-2.180858, -0.119768, 0.376824], [0.163864, 0.895400, 1.840219], [0.940892, -0.924184, -1.107257]],
  "forces_ev_per_angstrom": [[-0.055, 0.414, -0.150], [-0.183, -2.013, -1.013], [0.428, -0.387, 0.410], [-0.309, 0.490, 0.162], [0.402, 1.606, 0.931], [-0.282, -0.109, -0.340]],
  "nbo_charge": [0.286, -0.507, -0.579, 0.216, 0.288, 0.295],
  "multiplicity": 1,
  "charge": 0,
  "gap_ev": [8.8462, 9.0929]
}

=====

{
  "formula": "BrClH4Si2",
  "method": "the ωB97M-V functional and the def2-TZVPD basis",
  "species": ["Cl", "H", "H", "H", "Br", "H", "Si", "Si"],
  "xyz": [[2.258439, -2.531104, 0.327543], [-1.250260, -0.384256, -0.374030], [0.243491, 1.480717, 0.877828], [0.004998, -0.987003, 1.471325], [3.322172, 0.989655, 0.069290], [2.315487, -0.942295, -2.021852], [1.925770, -0.492974, -0.740183], [-0.101946, 0.062867, 0.517397]],
  "forces_ev_per_angstrom": [[-0.109, 1.823, -0.975], [0.258, 0.856, 0.508], [-0.711, -0.485, 0.037], [0.082, -0.308, 1.122], [0.512, 0.196, -0.054], [0.118, 0.026, -1.271], [-0.892, -1.937, 3.064], [0.742, -0.171, -2.432]],
  "nbo_charge": [-0.484, -0.113, -0.097, -0.109, -0.290, -0.151, 0.780, 0.463],
  "smiles": "[SiH3][Si@H](Cl)Br",
  "multiplicity": 1,
  "charge": 0,
  "gap_ev": 9.9899
}

=====

{
  "formula": "BrClOS",
  "method": "the ωB97M-V functional and the def2-TZVPD basis",
  "species": ["Cl", "O", "S", "Br"],
  "xyz": [[-1.829562, -1.400406, -0.160909], [1.055330, 0.176313, -1.164817], [0.034079, 0.674524, -0.310759], [0.740154, 0.549568, 1.636485]],
  "forces_ev_per_angstrom": [[-0.498, -0.511, -0.031], [2.241, -1.123, -2.420], [-2.348, 1.581, 0.183], [0.605, 0.053, 2.268]],
  "nbo_charge": [-0.072, -0.778, 0.932, -0.082],
  "multiplicity": 3,
  "charge": 0,
  "gap_ev": [8.9956, 7.0639]
}

=====

Which ΔE to the lowest compared entry with this formula, charge and spin belongs to each record? In order, 390.77, 37.70, 41.15, 284.72, 97.99, 93.82 kJ/mol.
Which maximum force belongs to each record? In order, 6.1, 1.8, 5.4, 2.3, 3.7, 3.5 eV Å⁻¹.